# 1
Molecular formula: C37H37AsN7O10S3W
Method: DFT, ωB97M-V/def2-TZVPD

Geometry as XYZ:
```
96
Properties=species:S:1:pos:R:3:forces:R:3
W 0.61043 0.17264 0.11107 0.355 0.055 -0.165
N -2.13083 2.04229 7.37056 0.013 0.004 -0.004
C -1.42543 1.54709 6.35489 -0.012 0.000 0.014
C -0.30392 0.71409 6.59810 0.017 -0.025 -0.021
C 0.41416 0.19922 5.56071 -0.046 0.016 0.010
C 0.02741 0.50328 4.23707 0.011 0.002 -0.076
C -1.08087 1.33848 3.97062 0.017 -0.026 0.090
C -1.79242 1.84742 5.01283 -0.001 0.001 -0.041
S 0.93352 -0.12395 2.98702 -0.064 0.055 0.188
O -0.00448 -0.67962 1.88203 -0.045 -0.126 -0.126
O 1.94679 -1.04303 3.38745 -0.042 0.006 0.100
N 1.49129 1.00764 1.93354 0.224 -0.047 -0.122
C 2.82047 0.79587 1.53834 0.032 -0.251 -0.057
N 2.76569 0.11357 0.37898 0.070 0.361 -0.193
C 3.91047 -0.17689 -0.26377 -0.019 -0.084 0.027
C 5.09992 0.18326 0.32515 -0.007 -0.007 0.025
C 5.04584 0.84945 1.55378 0.016 -0.005 -0.025
N 3.90028 1.17503 2.15854 -0.027 -0.010 0.083
H -1.88717 1.83561 8.32505 -0.006 0.004 0.004
H -2.92953 2.63438 7.21725 -0.005 -0.004 0.004
H -0.02284 0.48351 7.61691 0.001 0.001 0.001
H 1.26549 -0.44135 5.74522 0.005 0.005 0.000
H -1.37148 1.56624 2.95296 -0.003 0.014 0.002
H -2.65010 2.48035 4.82763 0.001 0.001 0.004
H 3.84113 -0.71149 -1.20273 0.004 0.007 -0.008
H 6.04639 -0.05347 -0.13829 -0.002 -0.002 -0.008
H 5.95600 1.13970 2.06537 0.001 -0.001 -0.001
O 0.08997 0.21970 -4.36817 -0.013 -0.034 0.031
As -0.48128 1.01909 -2.94996 -0.096 0.142 -0.089
O -0.31926 2.61560 -2.84655 0.079 -0.026 -0.187
O 0.61299 0.23400 -1.77001 -0.016 -0.174 0.623
C -2.26510 0.36421 -2.71474 -0.062 0.092 -0.059
C -2.97402 0.26394 -3.89903 0.035 0.016 0.035
C -4.36455 0.11489 -3.87883 0.025 -0.001 -0.019
C -5.04985 0.09836 -2.68264 -0.033 0.001 0.013
C -4.35108 0.17465 -1.47925 -0.013 -0.031 0.067
C -2.97545 0.30948 -1.50173 0.108 -0.073 -0.002
S -2.14760 0.09198 0.01427 -0.415 -0.312 -0.118
O -3.04909 -0.10197 1.08034 0.017 0.009 -0.029
O -1.11658 -0.98563 -0.26208 -0.178 0.076 0.149
O -1.13041 1.22357 0.24631 0.059 0.140 -0.017
H 0.41225 0.82519 -5.05306 0.011 0.041 0.020
H -2.45870 0.30551 -4.84962 -0.006 0.008 -0.004
H -4.89987 0.02484 -4.81441 0.003 0.002 -0.002
H -6.12688 0.00395 -2.66923 0.002 -0.004 0.004
H -4.86744 0.10235 -0.53117 -0.007 -0.005 -0.015
C 0.25351 8.64874 0.45765 -0.007 0.005 0.005
C 0.71308 7.23816 0.25584 0.007 0.001 0.012
C 0.15310 6.43800 -0.74754 0.003 -0.008 -0.013
C 0.59628 5.15106 -0.97084 0.022 0.008 -0.002
C 1.61647 4.65849 -0.15563 0.003 -0.032 0.003
C 2.17667 5.41627 0.87255 -0.024 0.011 -0.014
C 1.72254 6.70709 1.06187 0.005 -0.007 0.014
S 2.28533 3.07526 -0.38830 0.011 0.060 0.144
C 2.68565 3.04526 -2.12392 -0.023 0.003 0.041
O 1.04595 2.10526 -0.24505 -0.003 0.016 -0.285
H -0.66354 8.85647 -0.08866 0.000 -0.001 0.000
H 1.02018 9.34277 0.10741 0.000 0.001 -0.003
H 0.08870 8.85752 1.51444 0.003 0.004 -0.001
H -0.63801 6.84157 -1.36612 0.001 0.001 0.001
H 0.15539 4.53441 -1.74513 -0.003 0.034 0.033
H 2.95769 5.00679 1.50118 0.008 0.005 -0.002
H 2.15670 7.31556 1.84467 -0.003 0.002 0.001
H 1.80935 3.30491 -2.71171 -0.018 -0.010 -0.013
H 3.05792 2.05142 -2.36908 -0.011 -0.010 -0.015
H 3.48422 3.77915 -2.24339 -0.002 -0.006 -0.015
C -3.77147 -4.68767 0.30853 -0.005 0.023 -0.025
C -2.65008 -5.05365 -0.62375 -0.035 0.025 0.026
C -2.33045 -4.26175 -1.72291 0.020 -0.026 -0.023
C -1.32150 -4.61733 -2.60727 -0.084 -0.009 -0.014
C -0.58428 -5.77089 -2.38022 -0.010 -0.046 0.005
N 0.48662 -6.15709 -3.23368 0.147 0.064 0.070
C 1.40185 -5.33648 -3.83677 -0.454 0.180 -0.055
O 2.02333 -5.61492 -4.82447 0.180 -0.049 -0.023
N 1.53218 -4.03911 -3.26381 0.089 -0.207 0.155
C 1.49573 -3.70947 -1.92326 0.050 0.208 -0.061
C 1.66495 -4.62369 -0.88241 0.003 -0.070 -0.038
C 1.59481 -4.16686 0.41486 -0.001 0.044 0.082
C 1.36585 -2.83202 0.68258 0.174 0.021 -0.069
N 1.21032 -1.93730 -0.31366 -0.129 0.036 0.002
C 1.26575 -2.37996 -1.58607 0.069 -0.065 -0.007
C -0.89701 -6.57811 -1.29144 0.015 -0.035 0.005
C -1.92453 -6.22700 -0.43254 0.023 0.010 -0.021
H -4.19426 -3.71656 0.05157 -0.005 0.020 0.021
H -3.43306 -4.65345 1.34505 -0.002 -0.001 -0.009
H -4.57646 -5.42155 0.25496 0.008 -0.010 0.002
H -2.91317 -3.36873 -1.92233 -0.009 0.019 0.020
H -1.11999 -4.00846 -3.48014 -0.007 -0.028 0.010
H 0.46928 -7.09124 -3.61705 0.034 0.003 -0.051
H 1.97969 -3.39519 -3.89772 0.015 -0.027 -0.042
H 1.86010 -5.66481 -1.09535 0.016 -0.013 -0.001
H 1.73248 -4.84343 1.24643 -0.016 -0.001 0.005
H 1.34197 -2.48365 1.69681 -0.033 0.014 0.041
H 1.10741 -1.66498 -2.37478 -0.017 0.017 0.002
H -0.33947 -7.49287 -1.12587 0.006 0.009 -0.006
H -2.16804 -6.87899 0.39766 0.000 0.004 -0.001
```
Positions in Å, forces in eV/Å.

The multiplicity is 1. The calculation puts the total energy at -6064.44408 Ha. The relative energy (zero: lowest compared OMol25 entry of this formula, charge and spin) is 1.598 eV. Its net charge is +3. The value obtained for the HOMO-LUMO gap is 3.97 eV.

***

# 2
Molecular formula: C37H37BF3N12S2TaTe
Method: DFT, ωB97M-V/def2-TZVPD

Geometry as XYZ:
```
94
Properties=species:S:1:pos:R:3:forces:R:3
Ta 0.28136 -0.06892 -0.01682 -0.045 -0.206 0.232
C 1.05091 -2.92312 2.15300 0.025 0.007 -0.026
C 1.04275 -1.55785 2.75639 -0.090 0.009 -0.104
C 1.21388 -1.21008 4.08510 0.016 -0.100 0.041
C 1.01490 0.15820 4.14339 -0.039 0.003 0.035
N 0.72779 0.60107 2.91748 0.118 0.234 0.117
N 0.78784 -0.43564 2.04261 -0.206 -0.027 -0.155
B 0.48395 2.06521 2.41723 -0.036 0.078 -0.023
N -0.82804 2.18904 1.56039 0.010 0.083 -0.057
C -1.83430 3.03850 1.79117 -0.064 -0.029 0.024
C -2.69176 3.02542 0.70703 0.048 0.047 -0.013
C -2.12966 2.14708 -0.20513 -0.105 -0.065 -0.099
C -2.68138 1.75963 -1.53386 0.054 -0.017 0.059
N -0.98586 1.64632 0.31083 0.503 -0.273 0.097
N 1.66684 2.35499 1.45277 -0.040 -0.047 -0.115
C 2.65948 3.23721 1.55379 -0.004 0.025 0.079
C 3.55442 3.03742 0.52756 0.052 0.011 -0.003
C 3.05318 1.96857 -0.19430 -0.036 -0.177 0.005
C 3.76954 1.33591 -1.34428 -0.008 0.032 0.029
N 1.88600 1.54016 0.35944 -0.035 0.137 -0.069
N 0.31228 2.95232 3.60704 0.109 -0.139 0.181
C 0.64206 4.22959 3.95490 -0.095 0.068 -0.099
C -0.04476 4.55117 5.08907 0.014 0.008 -0.036
C -0.81239 3.40429 5.39537 -0.077 -0.014 0.044
C -1.75739 3.21131 6.53614 0.017 0.011 -0.002
N -0.60722 2.45297 4.50309 0.017 0.082 -0.031
H 0.61727 -3.63342 2.85502 -0.003 0.000 0.000
H 2.06734 -3.25997 1.93845 -0.001 -0.012 0.000
H 0.46752 -2.95934 1.23047 0.004 -0.006 0.002
H 1.42841 -1.87038 4.90764 0.004 -0.001 0.009
H 1.02931 0.82720 4.98522 -0.008 0.012 -0.019
H -1.88324 3.60316 2.70704 0.005 -0.011 0.030
H -3.59743 3.59241 0.57982 -0.010 0.005 0.028
H -3.74601 1.98219 -1.55455 -0.009 -0.007 -0.036
H -2.54667 0.69712 -1.73758 -0.007 0.005 0.011
H -2.21148 2.32022 -2.34394 -0.011 0.025 0.036
H 2.70282 3.94142 2.36345 -0.011 0.004 0.026
H 4.46624 3.57708 0.33962 0.007 0.011 -0.003
H 4.81529 1.19440 -1.06858 0.006 -0.006 0.004
H 3.76356 1.99032 -2.21661 -0.020 0.003 0.000
H 3.37602 0.36236 -1.62225 0.014 0.031 -0.011
H 1.30685 4.84875 3.38038 0.015 -0.005 -0.038
H -0.00530 5.47900 5.63292 0.016 0.007 0.009
H -1.64402 4.01111 7.26410 -0.003 -0.006 0.007
H -1.57617 2.26120 7.03617 0.001 -0.005 -0.006
H -2.79115 3.21594 6.18989 -0.002 0.009 -0.005
C 0.19767 -2.96059 -5.33519 0.019 0.006 -0.006
N 0.68131 -3.16861 -3.96137 0.009 -0.006 0.095
C 0.41552 -4.28665 -3.20676 0.059 0.014 0.051
C 1.05140 -4.13769 -2.01930 -0.026 -0.027 -0.118
N 1.69292 -2.92056 -2.06114 0.116 0.123 -0.094
C 1.45919 -2.33622 -3.25984 -0.035 -0.036 0.070
S 2.20070 -0.87595 -3.84945 -0.011 -0.139 -0.016
C 2.64493 -2.48086 -1.07664 -0.090 0.021 -0.068
C 3.81467 -3.20770 -1.01016 0.008 0.034 0.035
C 4.76629 -2.85853 -0.06245 0.048 -0.079 -0.050
C 4.49481 -1.79192 0.77006 -0.111 0.102 0.023
C 3.29315 -1.11874 0.63077 0.148 -0.186 -0.084
N 2.34899 -1.44055 -0.27882 -0.160 0.142 0.173
H 0.02367 -3.93583 -5.77991 0.002 0.001 0.001
H 0.95231 -2.42952 -5.90733 0.002 0.000 0.008
H -0.72493 -2.38664 -5.31828 -0.011 0.000 0.008
H -0.19147 -5.09425 -3.57839 -0.013 0.003 0.002
H 1.10535 -4.78497 -1.16147 -0.011 0.000 0.009
H 3.97575 -4.02673 -1.69750 -0.006 -0.003 -0.005
H 5.69470 -3.40917 0.01165 0.001 -0.002 0.004
H 5.19653 -1.47329 1.52815 -0.005 0.009 0.002
H 3.07009 -0.28832 1.27850 0.008 0.015 0.008
F -3.19143 -3.42656 -1.87348 -0.008 -0.002 -0.026
C -3.85267 -3.44897 -0.70159 -0.008 0.034 0.016
F -3.77934 -4.69129 -0.21934 0.011 -0.005 0.003
F -5.13086 -3.16890 -0.94577 0.006 -0.012 0.001
C -3.27144 -2.46262 0.28566 -0.051 -0.054 -0.030
C -3.93335 -2.25668 1.49577 0.024 0.032 -0.006
C -3.41778 -1.37420 2.42999 -0.013 0.008 0.037
C -2.23784 -0.71012 2.14436 -0.036 -0.001 -0.057
N -1.61009 -0.91383 0.98215 0.146 0.114 0.104
C -2.10353 -1.76150 0.07393 0.078 0.010 -0.103
S -0.97725 -1.71353 -1.28749 -0.041 -0.107 -0.113
H -4.85404 -2.79134 1.69569 -0.004 -0.001 0.005
H -3.91813 -1.20029 3.37142 -0.007 -0.009 -0.003
H -1.79614 -0.00993 2.84430 0.058 0.008 -0.033
Te 0.90461 0.90429 -2.85150 -0.177 0.234 0.145
C -0.70417 1.00679 -4.17900 0.081 -0.004 -0.081
C -1.69709 0.03819 -4.29635 -0.071 0.150 -0.144
C -2.71811 0.24020 -5.21258 0.026 -0.087 0.081
C -2.75141 1.39632 -5.98473 -0.033 0.020 -0.042
C -1.75802 2.35373 -5.86068 0.082 0.036 0.026
C -0.71507 2.16104 -4.96145 -0.112 -0.085 -0.052
H -1.69765 -0.84294 -3.67428 0.007 -0.070 0.042
H -3.49886 -0.50179 -5.32052 0.000 0.002 0.011
H -3.55773 1.54694 -6.68995 0.001 0.000 -0.004
H -1.78127 3.24757 -6.46903 -0.002 0.001 -0.001
H 0.07150 2.90115 -4.88672 0.006 0.003 0.022
```
Positions in Å, forces in eV/Å.

The multiplicity is 2. The calculation puts the total energy at -3534.46785 Ha. The relative energy (zero: lowest compared OMol25 entry of this formula, charge and spin) is 0.000 eV. Its net charge is +3. The value obtained for the HOMO-LUMO gap (alpha / beta) is 6.64 / 6.54 eV.